Entry 1:
The following is a DFT calculation (wB97M-V/def2-TZVPD) of a 17-piece molecular cluster, C9H42O19 overall at a distorted geometry.

Results
HOMO level ... -8.6 eV
F_max ... 4.808 eV/Å
E_LUMO ... -0.2 eV
Kohn-Sham gap ... 8.41 eV
Multiplicity ... 1

Positions of all 70 atoms, in Å:
1 C -2.69231 -1.83179 3.30789
2 O -1.37311 -2.42862 3.42594
3 C -1.19914 -3.53143 2.54623
4 O -1.11466 -4.71922 2.94330
5 C -1.04835 -3.23252 0.96696
6 O 0.36216 -2.99938 0.59037
7 C 0.33491 -1.66615 0.02118
8 C -0.30451 -1.38345 -1.38962
9 C -0.34175 0.06582 -1.92688
10 C 0.27912 1.18066 -1.02595
11 C 0.95832 0.90907 0.35975
12 C 0.98344 -0.54104 0.89856
13 H -3.51532 -2.51591 3.72287
14 H -2.65108 -0.84434 3.90637
15 H -2.99889 -1.54330 2.24590
16 H -1.44031 -4.07236 0.30386
17 H -1.68000 -2.28770 0.76569
18 H -0.72258 -2.30579 -1.92031
19 H -0.83361 0.25481 -2.93267
20 H 0.26455 2.26455 -1.42750
21 H 1.43002 1.73278 1.00923
22 H 1.45824 -0.84409 1.89625
23 O 3.00637 2.80735 2.08909
24 H 3.95013 2.95661 1.93282
25 H 2.69687 3.64198 2.46490
26 O 4.06882 -0.02696 -0.74817
27 H 4.33128 -0.94456 -0.60559
28 H 3.12229 -0.01965 -0.54403
29 O -3.37469 -1.70111 -0.79710
30 H -3.97091 -0.95363 -0.63978
31 H -3.43356 -1.84964 -1.74948
32 O 0.93096 -3.02454 -4.03699
33 H 1.65635 -2.97156 -4.67108
34 H 1.36673 -3.23504 -3.20067
35 O 2.53449 3.18880 4.84588
36 H 1.65261 3.04766 5.21174
37 H 2.75902 2.34093 4.44084
38 O -5.82350 -2.25875 4.73410
39 H -5.98425 -3.15686 5.04951
40 H -6.31830 -1.70324 5.34876
41 O -0.08315 4.42691 -0.92716
42 H 0.00275 4.70846 -0.00746
43 H -0.04597 5.25245 -1.42883
44 O 4.27331 3.46242 -0.79275
45 H 4.53762 2.54068 -0.64747
46 H 3.32954 3.47001 -0.58565
47 O -5.20412 0.53775 -0.49559
48 H -5.73841 0.72131 0.28707
49 H -4.87000 1.40465 -0.75891
50 O 6.27407 3.82890 1.26029
51 H 6.83357 4.61462 1.25098
52 H 5.64181 3.98096 0.54266
53 O 2.65497 -4.67081 -0.52791
54 H 2.48752 -5.56869 -0.21750
55 H 2.15938 -4.11404 0.08788
56 O 1.98160 4.01067 -3.19673
57 H 2.84909 3.80422 -2.82362
58 H 1.37879 3.92624 -2.44636
59 O 4.36964 1.96004 -4.91397
60 H 3.66721 2.60055 -5.08447
61 H 4.48300 1.98705 -3.95583
62 O -2.78169 -4.39220 -2.24170
63 H -2.95294 -5.28681 -1.92308
64 H -3.27585 -3.82757 -1.63124
65 O -2.60451 1.91502 1.33422
66 H -1.87322 1.96022 0.70463
67 H -2.17103 1.70454 2.16998
68 O -4.01135 -0.46720 -3.23782
69 H -4.60617 0.27644 -3.08090
70 H -4.06987 -0.61755 -4.18984

Entry 2:
The following is a DFT calculation (wB97M-V/def2-TZVPD) of C24H41N4OSSi3Ta as an isolated structure.

Results
HOMO level ... -20.6 eV
F_max ... 0.295 eV/Å
Net charge ... +4
ΔE to the lowest compared entry with this formula, charge and spin ... 0.0 kJ/mol
E_LUMO ... -13.3 eV
Kohn-Sham gap ... 7.34 eV
Multiplicity ... 1

Positions of all 75 atoms, in Å:
1 Ta 0.34294 -0.42372 0.23637
2 C 1.87338 3.23254 -3.17689
3 N 2.28091 1.81685 -3.12430
4 C 2.87670 1.15124 -4.17578
5 C 3.17656 -0.09034 -3.75058
6 N 2.77494 -0.17609 -2.41875
7 C 2.22015 1.00600 -2.06709
8 S 1.55089 1.52115 -0.54665
9 C 3.10331 -1.28545 -1.58192
10 C 4.29106 -1.94955 -1.83023
11 C 4.59826 -3.07652 -1.08529
12 C 3.71095 -3.49030 -0.10115
13 C 2.57195 -2.74748 0.10203
14 N 2.23653 -1.64741 -0.62039
15 H 1.66361 3.48465 -4.21226
16 H 2.68320 3.85701 -2.80427
17 H 0.98043 3.37831 -2.57530
18 H 3.02837 1.61932 -5.13487
19 H 3.62003 -0.91817 -4.27605
20 H 4.97955 -1.58714 -2.58048
21 H 5.51859 -3.61702 -1.26976
22 H 3.90365 -4.36710 0.50232
23 H 1.87697 -3.04771 0.87684
24 C 2.74352 -0.43896 2.47183
25 O 1.34790 -0.36564 1.99522
26 Si 0.11113 0.67608 2.80246
27 C -0.28882 -0.18657 4.36948
28 C 0.93331 2.30968 2.97152
29 C -1.07412 0.50976 1.23414
30 Si -2.18982 -1.16448 1.16212
31 C -0.79644 -2.51859 0.89808
32 C -2.95809 -1.54899 2.79321
33 C -3.38463 -1.34876 -0.23876
34 Si -2.34275 2.10068 1.42083
35 C -2.58463 2.45779 3.22184
36 C -3.97741 1.67588 0.65692
37 C -1.50928 3.44006 0.43570
38 H 2.73897 -0.25663 3.54337
39 H 3.31967 0.31988 1.94651
40 H 3.11990 -1.43522 2.27080
41 H 0.49444 0.08155 5.08743
42 H -0.30688 -1.27301 4.29207
43 H -1.23319 0.15847 4.79353
44 H 1.95844 2.14714 3.32157
45 H 0.44873 2.92701 3.72804
46 H 0.98638 2.88044 2.04468
47 H -0.22920 -2.72757 1.81013
48 H -0.14694 -2.69925 0.02377
49 H -1.46552 -3.37674 0.75127
50 H -2.26842 -1.81513 3.58823
51 H -3.61927 -2.40566 2.62283
52 H -3.59155 -0.72698 3.13327
53 H -3.15079 -0.80388 -1.14921
54 H -4.38422 -1.05126 0.07886
55 H -3.44548 -2.41429 -0.48202
56 H -2.99389 1.61298 3.77952
57 H -3.35241 3.23998 3.24873
58 H -1.73184 2.86347 3.76393
59 H -4.57371 0.94789 1.20732
60 H -3.93597 1.39620 -0.39543
61 H -4.53294 2.62071 0.70666
62 H -0.47075 3.64143 0.69484
63 H -2.06906 4.36447 0.60978
64 H -1.57229 3.23292 -0.63493
65 C -1.82945 -0.98927 -4.20866
66 C -1.12118 -2.06119 -3.67556
67 C -0.47514 -1.90016 -2.47061
68 N -0.50548 -0.73883 -1.77063
69 C -1.18703 0.30596 -2.31121
70 C -1.85173 0.21524 -3.51183
71 H -2.35298 -1.08952 -5.15178
72 H -1.07291 -3.01289 -4.18748
73 H 0.09495 -2.71643 -2.04583
74 H -1.19558 1.22408 -1.73721
75 H -2.38845 1.07307 -3.89491

Entry 3:
The following is a DFT calculation (wB97M-V/def2-TZVPD) of one molecule with the formula C2H6N2S2 at a distorted geometry.

Results
HOMO level ... -8.5 eV
F_max ... 5.391 eV/Å
ΔE to the lowest compared entry with this formula, charge and spin ... 212.6 kJ/mol
E_LUMO ... 0.3 eV
Kohn-Sham gap ... 8.86 eV
SMILES ... CNC(=S)NS
Multiplicity ... 1

Positions of all 12 atoms, in Å:
1 C 0.45784 -0.75922 -1.27663
2 N -0.29505 -1.07521 -0.15086
3 C -0.43216 -0.13776 0.85060
4 S -0.85409 -0.45354 2.43013
5 N 0.15719 1.03776 0.44938
6 S -0.34424 2.53706 1.09918
7 H 0.65956 -1.57752 -1.99560
8 H -0.26782 -0.20799 -2.02412
9 H 1.36928 -0.18863 -1.21529
10 H -0.68802 -2.04701 0.13785
11 H 0.08630 1.10789 -0.70349
12 H 0.15121 1.76417 2.39885

Entry 4:
The following is a DFT calculation (wB97M-V/def2-TZVPD) of a 8-piece molecular cluster, C4H24O8 overall at a distorted geometry.

Results
HOMO level ... -9.7 eV
F_max ... 2.864 eV/Å
ΔE to the lowest compared entry with this formula, charge and spin ... 295.1 kJ/mol
E_LUMO ... 0.2 eV
Kohn-Sham gap ... 9.86 eV
SMILES ... CO.CO.CO.CO.O.O.O.O
Multiplicity ... 1

Positions of all 36 atoms, in Å:
1 C 3.07759 1.64610 -2.08754
2 O 2.68447 2.55344 -3.09165
3 H 3.82822 1.88204 -1.33323
4 H 2.22402 1.00076 -1.88002
5 H 3.56168 0.81572 -2.60157
6 H 2.46859 3.40586 -2.70644
7 C 2.74640 1.58838 1.67901
8 O 1.70442 0.75250 1.27447
9 H 2.44867 2.63599 1.72326
10 H 2.90380 1.21410 2.69056
11 H 3.74089 1.57630 1.23297
12 H 1.94919 -0.15677 1.08760
13 C -4.87069 -0.70881 0.07002
14 O -3.56952 -0.36349 -0.34824
15 H -5.60601 -0.29436 -0.61964
16 H -4.90165 -1.78882 -0.07386
17 H -5.06219 -0.52985 1.12804
18 H -2.87355 -0.62838 0.25760
19 C -1.32783 2.08827 0.15046
20 O -0.06041 2.81374 0.41607
21 H -1.85023 1.97042 1.09984
22 H -1.90856 2.64175 -0.58745
23 H -1.29210 1.00019 0.09657
24 H 0.58141 2.11094 0.54153
25 O 2.07395 -3.19137 -1.14817
26 H 2.83494 -2.67944 -0.87419
27 H 1.38627 -2.54116 -1.29149
28 O 0.08384 -1.14425 -0.94747
29 H -0.17136 -0.59666 -1.68992
30 H -0.39911 -0.78181 -0.20475
31 O -0.40828 -3.60348 1.09089
32 H -0.89038 -4.40848 1.28006
33 H 0.13595 -3.82182 0.33434
34 O -1.69635 -1.18254 1.53676
35 H -2.15012 -1.19166 2.37953
36 H -1.39600 -2.08336 1.41616

Entry 5:
The following is a DFT calculation (wB97M-V/def2-TZVPD) of a 3-piece molecular cluster, C4H13NO3 overall at a distorted geometry.

Results
HOMO level (alpha / beta) ... -13.4 / -13.4 eV
F_max ... 1.227 eV/Å
Net charge ... +1
ΔE to the lowest compared entry with this formula, charge and spin ... 184.1 kJ/mol
E_LUMO (alpha / beta) ... -3.7 / -8.5 eV
Kohn-Sham gap (alpha / beta) ... 9.73 / 4.92 eV
⟨S²⟩ ... 0.75
Multiplicity ... 2

Positions of all 21 atoms, in Å:
1 C 0.23363 -2.06771 0.49679
2 N -0.09316 -0.91072 1.26648
3 C 0.92287 -0.08763 1.89373
4 C 1.52002 0.95226 0.89928
5 C 2.89106 1.33515 1.46802
6 O 2.98427 1.94143 2.49324
7 H 0.76197 -1.80401 -0.42879
8 H -0.67357 -2.58272 0.21526
9 H 0.89999 -2.76362 1.02200
10 H -1.02760 -0.90541 1.68316
11 H 1.72354 -0.75370 2.23189
12 H 0.43899 0.35704 2.75633
13 H 1.65642 0.48059 -0.07748
14 H 0.85610 1.80455 0.80398
15 H 3.78197 1.00134 0.90755
16 H -3.22851 1.34505 -5.07656
17 H -4.19215 0.75713 -4.06975
18 O -3.89925 0.65968 -4.98536
19 H -1.17277 0.26523 -0.77722
20 H -2.64197 0.52971 -1.19705
21 O -1.74187 0.44636 -1.52551

Entry 6:
The following is a DFT calculation (wB97M-V/def2-TZVPD) of one molecule with the formula C4H6O at a distorted geometry.

Results
HOMO level ... -9.2 eV
F_max ... 6.917 eV/Å
ΔE to the lowest compared entry with this formula, charge and spin ... 184.3 kJ/mol
E_LUMO ... 0.9 eV
Kohn-Sham gap ... 10.05 eV
SMILES ... CC#CCO
Multiplicity ... 1

Positions of all 11 atoms, in Å:
1 C 1.03806 1.96862 0.95256
2 C 0.49474 0.87272 0.20900
3 C 0.02015 -0.15225 -0.36583
4 C -0.48911 -1.47734 -0.81765
5 O -1.89560 -1.51108 -0.84123
6 H 0.70598 1.83936 2.03301
7 H 2.10651 1.98191 0.99861
8 H 0.54554 2.97088 0.74010
9 H -0.20582 -1.74963 -1.84976
10 H -0.15336 -2.33597 -0.24848
11 H -2.16709 -2.40723 -0.81032